This record from the OMol25 dataset describes a cluster of 5 separate species, C24H51N4O8P in total at a distorted geometry. The level of theory is ωB97M-V/def2-TZVPD.

Strongest force on any atom, eV Å⁻¹: 9.12
HOMO-LUMO gap, eV: 6.49
Total energy, a.u.: -2106.93917
2S+1: 1
E_LUMO, eV: -2.159
SMILES: O=CCC1=CC(=O)C=C([PH2]=O)C1=O.COC[C@@H](C)N.COC[C@@H](C)N.COC[C@@H](C)N.COC[C@@H](C)N

Structure (XYZ):
```
88
Properties=species:S:1:pos:R:3:forces:R:3:lowdin_charge:R:1
O 5.178 -1.621 -1.970 -4.4 -2.1 -6.9 -0.091
C 4.467 -1.926 -3.085 3.5 2.6 5.0 -0.115
C 3.867 -0.652 -3.930 -0.2 0.5 0.5 -0.101
C 5.066 0.367 -4.391 3.7 0.0 -0.3 -0.080
C 6.536 0.056 -4.367 -3.6 1.9 -0.3 0.065
C 7.609 1.252 -4.832 3.9 -1.2 -1.9 -0.187
O 8.760 0.993 -5.494 -7.5 1.8 4.5 -0.038
C 7.156 2.791 -4.359 -4.3 -0.1 -0.3 0.032
C 5.692 3.102 -4.409 3.9 -2.2 -0.6 -0.223
P 4.870 4.744 -3.884 -5.1 -1.4 0.4 0.789
O 3.295 4.590 -3.996 5.3 0.7 0.1 -0.506
C 4.664 1.894 -4.934 -3.9 0.6 -3.2 -0.160
O 3.612 2.126 -5.757 7.0 -1.6 5.6 -0.020
H 4.352 -3.053 -3.380 0.0 2.2 0.4 0.135
H 3.140 -0.949 -4.812 1.8 0.5 1.6 0.135
H 3.190 -0.039 -3.162 1.5 -1.3 -1.6 0.150
H 6.930 -0.980 -3.993 -0.7 2.3 -1.0 0.127
H 7.905 3.599 -3.964 -1.3 -1.9 -1.1 0.126
H 5.346 5.908 -4.589 0.3 -0.9 0.4 0.015
H 5.158 4.910 -2.453 0.5 0.0 -1.4 0.027
C -1.641 5.583 -3.026 -0.1 0.3 0.0 -0.076
C -1.698 4.397 -2.068 0.2 -0.2 -0.4 -0.434
C -0.320 3.741 -1.818 -0.1 -0.4 -0.1 -0.198
O 0.123 2.889 -2.879 -0.2 0.4 0.7 -0.197
C 0.780 3.567 -3.939 -0.2 -0.1 -0.2 -0.119
N -2.676 3.422 -2.571 0.3 -0.2 0.1 0.041
H -1.491 5.279 -4.065 0.0 -0.1 0.2 0.064
H -2.581 6.147 -2.991 0.1 -0.2 0.0 0.075
H -0.833 6.271 -2.751 0.0 -0.1 -0.1 0.077
H -2.060 4.778 -1.105 0.1 -0.1 0.0 0.129
H -0.413 3.091 -0.940 0.0 -0.1 -0.1 0.107
H 0.444 4.488 -1.570 0.0 0.1 -0.2 0.118
H 1.385 4.405 -3.581 -0.4 -0.3 -0.1 0.051
H 0.050 3.909 -4.675 0.0 0.2 -0.1 0.076
H 1.441 2.853 -4.438 -0.1 0.1 0.2 0.068
H -2.769 2.670 -1.887 -0.2 0.1 -0.1 0.054
H -2.253 2.958 -3.381 -0.1 0.2 0.2 0.073
C -2.139 0.754 1.009 0.2 0.0 -0.1 -0.070
C -3.295 1.694 1.338 0.0 -0.4 0.1 -0.431
C -3.712 1.658 2.826 -0.4 0.1 -0.2 -0.194
O -4.506 0.522 3.184 0.5 0.4 0.1 -0.191
C -3.757 -0.642 3.497 -0.4 -0.1 0.0 -0.096
N -4.428 1.387 0.452 -0.2 0.1 0.3 0.041
H -2.440 -0.297 0.997 0.0 0.1 0.0 0.046
H -1.734 0.980 0.015 -0.1 -0.1 0.2 0.066
H -1.323 0.868 1.731 -0.1 0.0 0.0 0.076
H -2.954 2.713 1.117 -0.1 0.0 0.1 0.128
H -4.348 2.530 3.018 0.0 -0.2 0.0 0.120
H -2.846 1.754 3.492 0.1 -0.2 0.0 0.116
H -2.823 -0.405 4.015 0.0 0.0 -0.1 0.072
H -3.556 -1.215 2.590 0.2 -0.1 0.0 0.066
H -4.366 -1.270 4.154 0.0 0.2 0.0 0.094
H -5.168 2.070 0.622 0.2 -0.1 -0.2 0.075
H -4.837 0.506 0.777 0.2 0.2 -0.2 0.072
C -1.785 -3.971 1.123 0.1 0.0 0.3 -0.071
C -2.928 -3.801 0.127 0.4 -0.1 -0.2 -0.430
C -3.208 -5.070 -0.710 -0.2 0.3 -0.3 -0.195
O -2.281 -5.282 -1.779 -0.2 -0.2 0.6 -0.194
C -1.089 -5.951 -1.397 0.0 0.2 -0.4 -0.108
N -2.647 -2.640 -0.731 -0.1 -0.3 -0.2 0.045
H -0.804 -3.984 0.641 -0.1 0.0 0.0 0.066
H -1.776 -3.140 1.840 0.0 -0.1 -0.2 0.059
H -1.898 -4.898 1.695 0.0 0.1 -0.1 0.081
H -3.833 -3.585 0.709 0.0 -0.1 -0.2 0.133
H -4.185 -4.945 -1.192 0.2 0.0 -0.1 0.121
H -3.287 -5.962 -0.078 0.2 0.0 0.0 0.117
H -1.270 -6.711 -0.631 0.0 0.1 0.1 0.090
H -0.347 -5.229 -1.052 0.1 -0.1 0.2 0.071
H -0.680 -6.446 -2.283 -0.2 0.1 0.1 0.088
H -3.451 -2.483 -1.340 0.1 0.1 0.2 0.080
H -1.904 -2.916 -1.380 -0.2 0.1 0.3 0.076
C 1.776 -1.897 6.424 0.3 0.1 0.1 -0.074
C 0.999 -2.270 5.165 -0.2 0.0 0.4 -0.428
C -0.327 -1.490 5.007 -0.1 -0.3 -0.2 -0.207
O -1.392 -1.974 5.832 0.4 0.5 -0.2 -0.206
C -1.391 -1.455 7.153 -0.3 -0.3 0.0 -0.102
N 0.775 -3.722 5.153 -0.4 0.1 -0.1 0.038
H 1.322 -2.298 7.334 0.0 0.0 -0.1 0.064
H 2.796 -2.296 6.375 -0.2 0.0 0.0 0.078
H 1.852 -0.809 6.530 0.0 -0.1 0.0 0.079
H 1.634 -2.014 4.308 -0.2 0.0 0.0 0.136
H -0.674 -1.623 3.976 0.0 -0.1 0.1 0.107
H -0.182 -0.412 5.148 0.0 0.0 0.2 0.118
H -1.064 -0.412 7.188 0.1 0.0 0.0 0.091
H -0.766 -2.074 7.799 0.1 0.2 0.1 0.073
H -2.414 -1.508 7.538 0.1 0.0 -0.2 0.089
H 0.326 -3.976 4.271 0.2 0.0 0.1 0.066
H 0.055 -3.924 5.854 0.3 0.0 -0.2 0.073
```
Positions in Å, forces in eV/Å.